{"formula": "FHN6", "method": "ωB97M-V/def2-TZVPD", "lumo_ev": -0.9, "relative_energy_ev": 0.0672, "largest_force_ev_per_a": 6.9, "multiplicity": 1, "elements": ["N", "N", "N", "N", "N", "N", "F", "H"], "positions_angstrom": [[0.34359, -1.21563, 0.96945], [-3.60211, -1.24006, -1.15356], [-0.13594, -1.06084, -0.02477], [-3.19150, -0.64834, -0.24347], [-0.76772, -1.00915, -1.02831], [-2.90088, -0.29839, 0.85665], [-2.16477, 0.93576, 0.82768], [-0.22100, -0.83752, -1.85379]], "forces_ev_per_a": [[0.3634, 0.2360, 0.8223], [1.0489, 2.0798, 2.5979], [1.8815, -0.7155, 2.2186], [-2.3631, -2.8202, -5.8415], [-1.9261, 0.3245, -2.8247], [1.1647, 1.4919, 3.7883], [-0.5150, -0.7077, -0.4982], [0.3459, 0.1113, -0.2628]]}